{
  "formula": "C19H18N2O3",
  "method": "ωB97M-V with the def2-TZVPD basis set",
  "charge": 0,
  "lumo_energy_ev": -0.11,
  "smiles": "CCc1ccc(OCC(=O)N/N=C2\\CC(=O)c3ccccc32)cc1",
  "e_homo_ev": -8.63,
  "elements": ["C", "H", "H", "H", "C", "C", "C", "C", "C", "C", "C", "H", "H", "O", "C", "C", "O", "N", "N", "C", "C", "C", "C", "C", "C", "C", "C", "O", "C", "H", "H", "H", "H", "H", "H", "H", "H", "H", "H", "H", "H", "H"],
  "xyz": [[-4.265, -3.126, 1.295], [-4.633, -2.403, 2.019], [-4.368, -4.124, 1.716], [-4.881, -3.060, 0.402], [-2.801, -2.840, 0.954], [-2.656, -1.464, 0.370], [-2.393, -0.369, 1.178], [-2.278, 0.908, 0.654], [-2.435, 1.105, -0.711], [-2.714, 0.014, -1.533], [-2.823, -1.251, -0.994], [-3.032, -2.087, -1.645], [-2.836, 0.184, -2.591], [-2.293, 2.313, -1.357], [-1.921, 3.440, -0.602], [-0.533, 3.347, 0.050], [-0.194, 4.059, 0.959], [0.240, 2.378, -0.523], [1.438, 2.026, -0.027], [2.003, 0.961, -0.432], [3.292, 0.524, 0.069], [4.134, 1.133, 0.987], [5.324, 0.500, 1.304], [5.673, -0.715, 0.722], [4.835, -1.330, -0.195], [3.642, -0.701, -0.518], [2.591, -1.142, -1.448], [2.561, -2.154, -2.102], [1.512, -0.060, -1.436], [1.407, 0.359, -2.441], [0.549, -0.494, -1.153], [5.091, -2.272, -0.653], [6.608, -1.184, 0.990], [5.996, 0.955, 2.016], [3.854, 2.074, 1.433], [-0.168, 1.833, -1.283], [-2.654, 3.672, 0.181], [-1.910, 4.273, -1.313], [-2.058, 1.730, 1.317], [-2.262, -0.509, 2.241], [-2.446, -3.584, 0.239], [-2.198, -2.922, 1.861]],
  "atomic_forces_ev_per_a": [[0.20, -0.10, 0.02], [-0.08, 0.05, 0.06], [-0.10, -0.10, 0.05], [-0.10, 0.01, -0.06], [-0.25, 0.03, 0.03], [0.15, -0.08, 0.09], [-0.03, -0.13, -0.13], [-0.06, 0.33, -0.13], [-0.12, -0.22, -0.03], [0.03, 0.30, 0.00], [0.05, 0.09, 0.09], [-0.02, -0.11, -0.08], [-0.01, 0.02, -0.13], [-0.01, -0.30, -0.13], [0.00, 0.34, 0.22], [-0.09, -0.06, -0.11], [-0.09, 0.13, 0.10], [-0.19, -0.64, -0.94], [0.69, 0.22, 0.66], [-0.88, 0.23, -0.42], [0.63, -0.60, 0.00], [-0.01, -0.03, -0.02], [-0.12, 0.14, 0.02], [0.01, -0.20, -0.12], [-0.02, 0.02, 0.01], [0.29, 0.45, 0.47], [-0.22, -0.04, -0.17], [0.03, 0.08, 0.06], [-0.27, 0.11, -0.07], [-0.02, -0.03, -0.02], [-0.02, 0.00, -0.03], [0.03, -0.10, -0.04], [0.07, -0.03, 0.02], [0.05, 0.04, 0.06], [-0.01, 0.12, 0.07], [0.08, 0.17, 0.30], [0.17, -0.05, -0.04], [0.01, -0.08, 0.16], [0.02, 0.09, 0.07], [0.03, -0.03, 0.12], [0.08, 0.00, 0.06], [0.06, -0.05, -0.06]],
  "mulliken_charge": [-1.104, 0.326, 0.361, 0.330, -1.064, 0.608, -0.858, 0.024, 0.373, -0.670, -0.345, 0.394, 0.437, -0.564, -0.346, 0.324, -0.594, 0.192, -0.776, 0.571, 0.289, -0.383, -0.523, -0.489, -0.407, 0.074, -0.061, -0.611, -0.119, 0.323, 0.016, 0.492, 0.395, 0.399, 0.511, 0.336, 0.346, 0.310, 0.396, 0.381, 0.354, 0.350]
}

=====

{
  "formula": "C19H18N3O5OsS2",
  "method": "ωB97M-V with the def2-TZVPD basis set",
  "charge": 1,
  "lumo_energy_ev": [-3.24, -5.28],
  "multiplicity": 5,
  "e_homo_ev": [-10.72, -10.76],
  "elements": ["Os", "C", "C", "O", "C", "C", "C", "C", "C", "C", "O", "H", "H", "H", "H", "H", "H", "H", "C", "C", "O", "H", "H", "H", "N", "C", "C", "C", "C", "C", "C", "S", "O", "O", "N", "C", "S", "C", "C", "N", "H", "H", "H", "H", "H", "H", "H", "H"],
  "xyz": [[0.971, 0.267, -0.076], [0.217, 3.431, 3.105], [0.999, 2.654, 2.087], [0.345, 2.022, 1.244], [2.462, 2.681, 2.099], [3.146, 3.462, 3.044], [4.519, 3.524, 3.061], [5.245, 2.793, 2.119], [4.599, 2.018, 1.180], [3.214, 1.957, 1.163], [2.635, 1.190, 0.218], [-0.842, 3.240, 2.958], [0.409, 4.500, 2.995], [0.509, 3.140, 4.115], [2.583, 4.030, 3.775], [5.026, 4.134, 3.796], [6.327, 2.833, 2.124], [5.143, 1.440, 0.443], [1.140, 1.884, -2.697], [0.205, 1.416, -1.624], [-0.959, 1.577, -1.498], [0.602, 2.550, -3.369], [1.499, 1.010, -3.245], [1.996, 2.388, -2.250], [-5.851, -3.085, -3.145], [-4.541, -2.859, -2.857], [-3.721, -3.902, -2.395], [-2.395, -3.676, -2.113], [-1.865, -2.397, -2.291], [-2.665, -1.344, -2.745], [-3.988, -1.576, -3.025], [-0.215, -2.110, -1.906], [0.332, -1.081, -2.755], [0.458, -3.358, -1.731], [-0.228, -1.305, -0.427], [-0.323, -1.918, 0.817], [-0.868, -3.467, 1.282], [-0.488, -3.076, 2.920], [0.024, -1.834, 3.009], [0.108, -1.172, 1.799], [-6.256, -3.994, -3.030], [-6.442, -2.347, -3.478], [-4.141, -4.894, -2.273], [-1.754, -4.484, -1.782], [-2.241, -0.358, -2.885], [-4.615, -0.769, -3.388], [-0.666, -3.784, 3.713], [0.349, -1.350, 3.918]],
  "atomic_forces_ev_per_a": [[0.02, 0.02, 0.53], [0.03, 0.03, -0.03], [0.05, 0.17, 0.03], [-0.20, -0.22, 0.11], [-0.31, 0.06, 0.16], [-0.09, 0.06, 0.10], [0.07, -0.02, -0.03], [0.03, 0.04, 0.05], [0.26, -0.06, -0.11], [-0.32, -0.18, -0.35], [0.36, -0.05, 0.16], [0.01, -0.01, -0.01], [0.01, -0.02, 0.02], [0.00, 0.02, -0.01], [0.03, -0.04, -0.05], [0.00, -0.02, -0.03], [-0.02, 0.00, 0.00], [0.01, 0.04, 0.04], [-0.05, 0.00, 0.05], [0.18, 0.03, -0.47], [-0.12, 0.16, 0.07], [-0.01, 0.02, -0.01], [-0.03, 0.03, 0.07], [-0.01, 0.01, 0.02], [0.19, 0.04, 0.06], [-0.17, -0.04, -0.03], [-0.06, -0.07, 0.01], [0.02, 0.08, -0.07], [-0.20, 0.00, 0.03], [0.06, -0.09, 0.03], [-0.07, 0.07, -0.04], [0.12, 0.17, 0.28], [0.04, -0.03, -0.03], [0.07, -0.08, 0.05], [-0.11, -0.48, 0.12], [-0.15, -0.06, -0.50], [-0.05, -0.09, -0.13], [-0.08, -0.13, 0.04], [0.09, 0.24, -0.10], [0.43, 0.39, 0.11], [-0.01, -0.04, 0.00], [-0.01, 0.02, -0.02], [0.03, 0.04, -0.01], [-0.04, 0.06, -0.01], [-0.01, -0.04, 0.02], [0.03, -0.04, 0.02], [0.00, 0.04, -0.05], [-0.01, 0.00, -0.08]],
  "mulliken_charge": [1.111, -1.660, 1.516, -0.519, 0.099, -0.844, -0.884, -0.434, -0.526, 0.756, -0.743, 0.326, 0.442, 0.450, 0.406, 0.417, 0.407, 0.477, -1.105, 0.792, -0.416, 0.355, 0.298, 0.320, -0.465, 1.176, -0.766, -0.503, -0.030, -0.435, -0.875, 1.195, -0.682, -0.646, -0.057, 0.582, 0.004, -0.307, -0.696, -0.279, 0.191, 0.190, 0.307, 0.574, 0.350, 0.306, 0.416, 0.409]
}

=====

{
  "formula": "C19H18N4O4S",
  "method": "ωB97M-V with the def2-TZVPD basis set",
  "charge": 0,
  "lumo_energy_ev": 0.13,
  "smiles": "Cc1noc(C)c1CSCC(=O)OCc1nc2ccccc2c(=O)n1CC#N",
  "e_homo_ev": -8.91,
  "elements": ["C", "C", "N", "O", "C", "C", "C", "H", "H", "S", "C", "C", "O", "O", "C", "C", "N", "C", "C", "C", "C", "C", "C", "C", "O", "N", "C", "C", "N", "H", "H", "H", "H", "H", "H", "H", "H", "H", "H", "C", "H", "H", "H", "H", "H", "H"],
  "xyz": [[1.267, 5.029, -2.065], [0.612, 4.202, -3.104], [0.741, 4.440, -4.380], [0.023, 3.501, -5.049], [-0.555, 2.666, -4.169], [-0.225, 3.063, -2.898], [-0.597, 2.448, -1.607], [-1.350, 1.672, -1.733], [-0.946, 3.193, -0.893], [0.857, 1.687, -0.770], [1.289, 0.404, -1.999], [0.251, -0.653, -1.788], [-0.861, -0.636, -2.252], [0.698, -1.598, -0.946], [-0.249, -2.523, -0.422], [-0.419, -2.317, 1.063], [-1.600, -2.042, 1.472], [-1.819, -1.852, 2.810], [-3.107, -1.539, 3.257], [-3.336, -1.354, 4.602], [-2.298, -1.475, 5.526], [-1.025, -1.780, 5.103], [-0.774, -1.971, 3.742], [0.564, -2.296, 3.276], [1.538, -2.459, 3.981], [0.673, -2.442, 1.880], [2.006, -2.743, 1.382], [2.685, -1.572, 0.869], [3.246, -0.657, 0.478], [1.973, -3.511, 0.605], [2.579, -3.108, 2.247], [-0.203, -1.878, 5.795], [-2.497, -1.327, 6.577], [-4.330, -1.113, 4.947], [-3.896, -1.450, 2.528], [-1.221, -2.364, -0.898], [0.108, -3.535, -0.644], [1.248, 0.843, -2.993], [2.285, 0.055, -1.737], [-1.411, 1.572, -4.688], [-2.437, 1.921, -4.796], [-1.403, 0.726, -4.005], [-1.053, 1.262, -5.667], [0.513, 5.520, -1.450], [1.892, 5.781, -2.537], [1.872, 4.398, -1.416]],
  "atomic_forces_ev_per_a": [[0.06, 0.08, -0.08], [-0.34, -0.45, -0.42], [0.69, 0.91, 0.39], [-0.47, -0.65, -0.18], [0.16, 0.23, 0.93], [-0.15, -0.11, -0.85], [0.37, -0.38, 0.10], [-0.09, 0.14, 0.07], [-0.09, -0.05, 0.06], [0.03, 0.05, -0.03], [-0.25, 0.30, 0.36], [-0.08, 0.28, -0.42], [0.03, -0.15, 0.00], [0.23, -0.37, 0.22], [-0.43, -0.19, -0.22], [-0.46, 0.16, -0.43], [-0.11, -0.05, -0.73], [0.38, -0.04, 0.73], [0.06, 0.00, 0.07], [-0.03, -0.01, -0.13], [0.14, -0.02, 0.09], [0.05, -0.01, -0.03], [-0.51, 0.11, -0.07], [0.15, -0.10, 0.02], [0.03, 0.08, 0.12], [0.16, -0.05, 0.34], [-0.02, -0.58, 0.23], [0.21, 0.15, 0.06], [0.36, 0.46, -0.14], [-0.01, 0.09, 0.16], [-0.19, -0.01, -0.32], [0.05, 0.00, 0.07], [0.00, 0.01, 0.08], [-0.08, 0.02, 0.01], [-0.08, 0.00, -0.09], [0.22, -0.12, 0.22], [-0.01, 0.13, 0.00], [-0.01, -0.13, -0.04], [-0.01, 0.02, -0.06], [0.01, 0.17, -0.10], [-0.07, -0.02, -0.06], [0.01, -0.01, -0.01], [-0.01, -0.08, -0.06], [-0.01, 0.08, 0.07], [0.05, 0.10, 0.03], [0.05, 0.03, 0.03]],
  "mulliken_charge": [-1.145, 0.591, -0.742, -0.180, 0.226, 0.842, -0.981, 0.423, 0.423, -0.142, -0.624, 0.452, -0.650, -0.237, -1.274, 0.977, -0.547, 0.192, -0.383, -0.367, -0.600, -0.647, 0.189, 0.840, -0.711, 0.069, -0.849, 0.490, -0.524, 0.309, 0.480, 0.463, 0.410, 0.393, 0.478, 0.371, 0.380, 0.402, 0.512, -1.068, 0.314, 0.154, 0.363, 0.298, 0.358, 0.270]
}

=====

{
  "formula": "C19H18N4O4S",
  "method": "ωB97M-V with the def2-TZVPD basis set",
  "charge": 0,
  "lumo_energy_ev": -0.83,
  "smiles": "N#Cc1ccc(/C=N/NC(=O)c2cccc(S(=O)(=O)N3CCOCC3)c2)cc1",
  "e_homo_ev": -9.15,
  "elements": ["N", "C", "C", "C", "C", "C", "C", "C", "H", "H", "C", "N", "N", "C", "O", "C", "C", "C", "C", "C", "C", "H", "H", "H", "S", "O", "O", "N", "C", "H", "C", "H", "O", "C", "H", "C", "H", "H", "H", "H", "H", "H", "H", "H", "H", "H"],
  "xyz": [[-0.733, -6.630, -2.003], [-0.550, -5.521, -2.228], [-0.332, -4.153, -2.513], [0.068, -3.766, -3.793], [0.273, -2.432, -4.072], [0.086, -1.463, -3.081], [-0.317, -1.862, -1.803], [-0.524, -3.192, -1.516], [-0.834, -3.501, -0.529], [-0.466, -1.102, -1.054], [0.305, -0.068, -3.385], [0.227, 0.832, -2.485], [0.428, 2.105, -2.828], [0.382, 3.198, -2.003], [0.452, 4.302, -2.506], [0.274, 3.008, -0.532], [0.715, 1.875, 0.149], [0.678, 1.866, 1.529], [0.227, 2.954, 2.253], [-0.231, 4.075, 1.578], [-0.203, 4.100, 0.196], [-0.525, 4.974, -0.349], [-0.588, 4.932, 2.128], [0.269, 2.921, 3.330], [1.299, 0.432, 2.427], [1.911, 0.915, 3.628], [2.054, -0.367, 1.509], [0.004, -0.491, 2.899], [-0.868, -0.013, 3.946], [-0.297, 0.690, 4.552], [-2.129, 0.633, 3.359], [-2.861, 0.829, 4.144], [-2.767, -0.231, 2.443], [-1.910, -0.588, 1.380], [-2.494, -1.246, 0.735], [-0.661, -1.301, 1.909], [0.065, -1.501, 1.123], [-0.956, -2.245, 2.382], [-1.619, 0.314, 0.817], [-1.873, 1.578, 2.855], [-1.155, -0.870, 4.565], [1.116, 1.018, -0.368], [0.579, 2.337, -3.817], [0.545, 0.184, -4.425], [0.584, -2.132, -5.062], [0.213, -4.516, -4.556]],
  "atomic_forces_ev_per_a": [[-0.05, -0.36, 0.08], [-0.09, -0.51, 0.11], [0.17, 0.88, -0.27], [-0.08, -0.18, 0.23], [-0.02, 0.34, 0.21], [-0.15, -0.81, 0.24], [0.07, 0.02, -0.23], [0.04, -0.08, -0.12], [-0.02, -0.04, 0.06], [-0.03, 0.08, 0.12], [0.17, 0.96, -0.26], [-0.23, -0.75, 0.28], [0.29, 0.30, -1.25], [-0.03, 0.10, -0.01], [-0.02, -0.05, 0.05], [-0.06, 0.04, 0.43], [0.07, -0.03, -0.11], [0.36, -0.47, 0.39], [0.01, 0.13, 0.03], [0.01, -0.13, 0.07], [0.03, -0.10, -0.20], [0.00, 0.06, -0.03], [-0.02, 0.07, 0.04], [-0.03, 0.07, 0.14], [-0.13, -0.20, 0.14], [-0.24, 0.22, 0.05], [-0.21, 0.08, -0.24], [0.93, 0.46, -0.26], [-0.44, 0.38, 0.26], [-0.16, -0.02, 0.17], [0.17, 0.07, 0.20], [0.11, 0.07, -0.01], [-0.14, -0.15, 0.06], [0.19, -0.17, -0.08], [0.10, 0.04, -0.06], [-0.38, -0.09, -0.52], [-0.15, -0.19, -0.09], [0.06, 0.05, -0.05], [-0.05, -0.11, 0.00], [-0.08, -0.12, 0.10], [0.06, 0.08, -0.02], [0.03, 0.02, -0.02], [-0.07, -0.01, 0.41], [-0.01, 0.05, 0.07], [0.03, 0.04, -0.09], [0.00, -0.04, -0.03]],
  "mulliken_charge": [-0.494, 0.008, 0.250, -0.784, -0.735, 0.363, 0.414, -0.410, 0.525, 0.064, -0.255, 0.035, -0.336, 0.078, -0.646, 0.374, 0.026, -0.062, -0.522, -0.662, -0.772, 0.456, 0.448, 0.538, 1.221, -0.728, -0.725, 0.113, -0.729, 0.395, -0.347, 0.381, -0.467, -0.291, 0.348, -0.754, 0.458, 0.272, 0.262, 0.230, 0.325, 0.693, 0.247, 0.343, 0.371, 0.481]
}

=====

{
  "formula": "C19H18N6O",
  "method": "ωB97M-V with the def2-TZVPD basis set",
  "charge": 0,
  "lumo_energy_ev": 0.58,
  "smiles": "Cc1cc(C)n2nc(CC(=O)N3CCn4c3nc3ccccc34)nc2c1",
  "e_homo_ev": -8.13,
  "elements": ["O", "N", "N", "N", "C", "C", "C", "C", "C", "C", "C", "C", "C", "C", "C", "C", "C", "C", "N", "N", "N", "C", "C", "C", "C", "C", "H", "H", "H", "H", "H", "H", "H", "H", "H", "H", "H", "H", "H", "H", "H", "H", "H", "H"],
  "xyz": [[-1.706, 1.925, 3.683], [2.365, 0.111, 2.158], [-0.022, 1.874, -0.399], [0.175, -0.498, 1.756], [-1.090, 1.833, 2.641], [2.362, -1.124, 1.786], [-1.217, 1.968, 0.156], [0.989, 0.467, 2.151], [3.403, -2.192, 1.547], [1.633, -3.458, 0.334], [2.981, -3.331, 0.810], [0.698, -2.473, 0.761], [0.185, 1.983, -4.086], [-1.178, 2.112, -4.357], [0.757, 1.873, -2.772], [-2.008, 2.100, -3.289], [-0.215, 1.925, -1.747], [-1.551, 2.048, -1.995], [1.018, -1.462, 1.533], [-1.774, 1.881, 1.390], [-2.217, 2.080, -0.760], [4.042, -4.423, 0.449], [-0.663, -2.613, 0.166], [0.460, 1.831, 2.619], [-3.266, 1.896, 1.375], [-3.548, 1.934, -0.217], [4.415, -2.083, 1.656], [1.272, -4.380, -0.300], [0.840, 1.982, -4.900], [-1.641, 2.422, -5.363], [1.804, 1.646, -2.592], [-3.029, 2.075, -3.541], [4.977, -4.260, 0.963], [4.280, -4.537, -0.606], [3.545, -5.337, 0.700], [-0.799, -3.309, -0.655], [-0.986, -1.696, -0.393], [-1.322, -2.860, 1.034], [0.933, 2.634, 2.038], [0.836, 1.870, 3.691], [-3.803, 2.684, 1.891], [-3.794, 1.014, 1.700], [-4.021, 1.025, -0.562], [-4.120, 2.841, -0.456]],
  "atomic_forces_ev_per_a": [[0.13, -0.45, -0.86], [-1.67, 2.12, 0.98], [0.26, 0.03, 2.99], [0.01, 2.74, 1.14], [0.17, 1.11, -0.33], [0.88, -2.63, -0.61], [0.46, -0.46, -2.33], [1.01, 0.46, -0.01], [-5.17, -0.32, -1.82], [-0.66, 0.28, 0.92], [1.25, 0.86, 0.02], [0.62, -4.89, -3.85], [1.00, 0.02, 1.67], [0.58, 0.96, -1.14], [-2.51, -0.19, -1.58], [-1.56, -0.06, 0.27], [1.70, 0.14, 0.28], [-2.01, -0.12, -0.86], [2.13, -1.99, -0.73], [0.04, -0.20, 3.53], [1.01, -0.19, -0.63], [-1.40, 1.19, 0.02], [-1.39, 1.34, 0.46], [0.71, -1.65, 0.90], [-0.15, -0.28, -2.74], [0.31, 1.33, 0.94], [2.17, 0.77, 0.77], [0.82, 2.19, 1.36], [1.09, -0.03, -1.16], [1.17, -1.06, 1.46], [-0.23, 0.32, -0.02], [-1.44, 0.33, 0.22], [0.09, -0.15, 0.40], [-0.25, 0.52, -0.24], [0.23, -0.87, 0.52], [0.69, -0.83, 0.50], [0.13, -0.16, 1.25], [-0.18, 0.40, -1.02], [-0.41, -0.24, 0.04], [-0.80, 0.41, -1.21], [0.82, 0.64, 0.08], [0.78, -0.75, 0.60], [-0.23, -0.10, -0.10], [-0.22, -0.53, -0.08]],
  "mulliken_charge": [-0.619, -0.799, -0.507, -0.871, 0.608, 0.448, 0.307, 0.377, -1.143, -0.653, 1.175, 0.969, -0.330, -0.716, -1.021, -0.633, 0.666, 0.310, 0.540, 0.151, 0.193, -1.373, -1.154, -0.677, -0.710, -0.559, 0.469, 0.172, 0.423, 0.278, 0.450, 0.418, 0.357, 0.311, 0.347, 0.368, 0.137, 0.283, 0.337, 0.307, 0.343, 0.340, 0.342, 0.337]
}

=====

Number 1: electronic energy -1070.04727 a.u.. Number 2: electronic energy -2162.03554 a.u.. Number 3: electronic energy -1653.00409 a.u.. Number 4: electronic energy -1652.95584 a.u.. Number 5: electronic energy -1138.56333 a.u..